{
  "formula": "C4H13NO2",
  "method": "wB97M-V/def2-TZVPD",
  "spin_multiplicity": 1,
  "homo_lumo_gap_ha": 0.355,
  "lumo_energy_ev": 0.751,
  "elements": ["C", "N", "C", "C", "C", "H", "H", "H", "H", "H", "H", "H", "H", "H", "H", "H", "O", "H", "H", "O"],
  "positions_angstrom": [[-0.8364, -1.5565, -0.5878], [-0.4843, -0.2067, -0.2336], [-0.1414, 0.7187, -1.3256], [2.3584, 0.8433, -1.1382], [1.2000, 1.5012, -1.0901], [-1.9233, -1.6877, -0.6298], [-0.4603, -2.3660, 0.0974], [-0.5107, -1.8378, -1.5980], [0.4409, -0.3187, 0.3182], [-0.1404, 0.2753, -2.3493], [-1.1609, 1.3768, -1.2288], [3.2232, 1.3333, -0.9076], [2.6139, -0.1620, -1.5207], [1.0213, 2.5401, -0.7476], [-2.5856, 1.9852, 0.9260], [-1.6974, 0.8897, 1.3580], [-2.1695, 1.6005, 1.6569], [0.9826, -1.1277, 3.1256], [-0.2450, -1.9254, 3.2088], [0.5150, -1.8755, 2.6662]]
}

{
  "formula": "C4H13NO2",
  "method": "wB97M-V/def2-TZVPD",
  "spin_multiplicity": 1,
  "homo_lumo_gap_ha": 0.376,
  "lumo_energy_ev": 0.670,
  "elements": ["C", "C", "C", "C", "N", "H", "H", "H", "H", "H", "H", "H", "H", "H", "H", "H", "O", "H", "H", "O"],
  "positions_angstrom": [[-1.6740, 0.3500, -0.9336], [-0.5948, -0.2371, -0.0094], [0.3902, -1.1030, -0.7607], [1.6574, -0.8018, -0.9897], [-2.7558, 0.9095, -0.0851], [-1.1753, 1.1201, -1.5206], [-2.0630, -0.4814, -1.5182], [-0.0406, 0.5841, 0.4535], [-1.0053, -0.7661, 0.8536], [-0.0340, -2.0576, -1.0627], [2.1241, 0.0857, -0.5781], [2.3431, -1.5193, -1.4170], [-3.5294, 1.1767, -0.6794], [-2.3502, 1.7690, 0.2624], [0.5692, 2.8270, -1.1802], [1.6448, 2.9748, -0.1228], [0.7271, 2.8508, -0.2533], [1.5377, -1.8009, 1.9630], [1.2248, -2.8184, 2.9747], [1.9885, -2.4275, 2.5407]]
}

{
  "formula": "C4H13NO2",
  "method": "wB97M-V/def2-TZVPD",
  "spin_multiplicity": 1,
  "homo_lumo_gap_ha": 0.344,
  "lumo_energy_ev": 0.708,
  "elements": ["C", "C", "C", "C", "N", "H", "H", "H", "H", "H", "H", "H", "H", "H", "H", "H", "O", "H", "H", "O"],
  "positions_angstrom": [[2.4962, 0.6316, -0.5656], [2.0470, -0.5350, 0.2570], [0.6071, -0.4950, 0.6476], [0.2096, 0.6337, 1.2840], [-1.1453, 0.9160, 1.6005], [1.9730, 0.8112, -1.4852], [3.4441, 0.3183, -1.0263], [2.6674, 1.5412, 0.1424], [2.3204, -1.3490, -0.4282], [2.5955, -0.6958, 1.1294], [-0.0580, -1.2097, 0.2155], [0.8538, 1.4699, 1.3267], [-1.2343, 0.7225, 2.5974], [-1.8641, 0.2930, 1.1896], [-0.5283, -1.1213, -1.8794], [-1.2402, -1.2319, -3.0698], [-0.7759, -1.8661, -2.5405], [-4.8282, 0.0325, 0.2410], [-3.6048, 0.9950, 0.2001], [-3.9350, 0.1388, 0.1636]]
}

{
  "formula": "C4H13NO2",
  "method": "wB97M-V/def2-TZVPD",
  "spin_multiplicity": 2,
  "total_charge": 1,
  "homo_lumo_gap_ha": [0.447, 0.266],
  "lumo_energy_ev": [-3.183, -8.103],
  "elements": ["C", "N", "C", "O", "C", "C", "H", "H", "H", "H", "H", "H", "H", "H", "H", "H", "H", "H", "H", "O"],
  "positions_angstrom": [[-0.4862, -0.5999, -0.0192], [-0.4388, 0.8356, -0.1440], [0.2426, 1.6191, 0.8679], [1.6126, 1.4681, 0.6438], [0.6936, -1.2962, -0.7410], [1.6818, -1.9609, 0.2141], [-1.4006, -0.9614, -0.4632], [-0.4362, -0.8061, 1.0451], [-0.2421, 1.0965, -1.1132], [-0.0430, 2.6746, 0.8404], [0.0022, 1.2619, 1.8506], [1.8932, 1.7454, -0.2448], [0.3291, -1.9888, -1.4835], [1.3021, -0.6150, -1.3428], [1.2179, -2.7388, 0.8128], [2.0679, -1.2277, 0.9185], [2.4522, -2.4381, -0.3913], [-4.2349, 1.4869, -0.6260], [-2.9413, 0.9027, 0.0036], [-3.2721, 1.5420, -0.6277]]
}

{
  "formula": "C4H13NO2P",
  "method": "wB97M-V/def2-TZVPD",
  "spin_multiplicity": 1,
  "total_charge": 1,
  "homo_lumo_gap_ha": [0.354, 0.272],
  "lumo_energy_ev": [-5.317, -6.541],
  "elements": ["C", "C", "C", "C", "N", "O", "O", "P", "H", "H", "H", "H", "H", "H", "H", "H", "H", "H", "H", "H", "H"],
  "positions_angstrom": [[-1.0811, 1.5891, -0.3661], [0.3573, 1.3866, -2.2114], [-1.1062, -2.4846, 2.2214], [1.5583, 0.1435, 0.8684], [-0.0692, 0.8436, -1.0165], [0.3031, -1.8801, -0.6822], [-0.0354, -1.5736, 1.8436], [0.9598, -1.5255, 0.6184], [-0.7889, 2.6824, -0.1057], [-1.9268, 1.7256, -1.1260], [-1.4032, 1.0416, 0.6012], [1.4110, 1.5491, -2.3177], [0.1176, 0.6704, -3.1193], [-0.1186, 2.3146, -2.3436], [-1.7667, -2.4860, 1.3968], [-1.3121, -2.0417, 3.2174], [-0.6163, -3.4015, 2.2140], [1.0917, 0.8875, 1.4859], [2.4840, 0.5330, 0.5548], [-0.0435, -0.2717, -0.8996], [2.0196, -2.2137, 1.1006]]
}

{
  "formula": "C4H13NO2S",
  "method": "wB97M-V/def2-TZVPD",
  "spin_multiplicity": 1,
  "homo_lumo_gap_ha": 0.341,
  "lumo_energy_ev": 0.459,
  "elements": ["C", "C", "C", "S", "N", "C", "O", "H", "H", "H", "H", "H", "H", "H", "H", "H", "H", "H", "H", "H", "O"],
  "positions_angstrom": [[-1.7127, -0.2048, 1.2761], [-0.5079, 0.0438, 0.3592], [0.6021, -1.0020, 0.4243], [1.1735, -1.3287, 2.0978], [-1.0274, -0.1202, -1.0374], [-0.9010, 0.9549, -1.9325], [-1.9296, 1.9188, -1.6546], [-2.6755, 0.0132, 0.8128], [-1.7497, -1.2413, 1.5846], [-1.6552, 0.5162, 2.0974], [-0.1008, 1.0475, 0.4695], [1.4010, -0.6931, -0.2492], [0.2767, -1.8965, -0.1089], [2.3923, -1.6971, 1.7328], [-1.9025, -0.6053, -1.2046], [-0.9199, 0.7249, -3.0086], [0.1043, 1.3997, -1.8401], [-2.0780, 2.5839, -2.3307], [3.2859, 1.4708, -1.0611], [2.7152, 0.1522, -0.9051], [2.4693, 1.0085, -1.2332]]
}

{
  "formula": "C4H13NO3",
  "method": "wB97M-V/def2-TZVPD",
  "spin_multiplicity": 1,
  "homo_lumo_gap_ha": 0.360,
  "lumo_energy_ev": 0.385,
  "elements": ["C", "N", "C", "C", "C", "O", "H", "H", "H", "H", "H", "H", "H", "H", "H", "H", "H", "O", "H", "H", "O"],
  "positions_angstrom": [[1.3519, -0.9166, -1.5482], [1.3713, 0.1257, -0.5127], [0.7166, -0.3939, 0.7441], [0.5119, 1.1883, -1.0188], [1.0709, 2.5236, -0.4575], [0.5715, 3.4320, 0.1372], [0.4853, -0.9028, -2.2087], [2.3097, -0.9623, -2.0553], [1.1942, -1.9558, -1.2438], [1.4652, -0.7863, 1.4401], [-0.1865, -0.9977, 0.5054], [0.5986, 0.6191, 1.2535], [-0.5773, 1.1456, -0.8682], [0.5343, 1.4607, -2.0739], [2.1437, 2.5411, -0.7678], [-2.2550, -2.2575, 0.4723], [-2.6127, -1.7111, -0.9034], [-2.7764, -2.4624, -0.3288], [-1.1531, -2.4194, 2.9549], [-2.5317, -1.9530, 2.9271], [-1.7236, -1.8744, 2.3899]]
}

{
  "formula": "C4H13NO3",
  "method": "wB97M-V/def2-TZVPD",
  "spin_multiplicity": 1,
  "homo_lumo_gap_ha": 0.183,
  "lumo_energy_ev": -4.030,
  "elements": ["C", "C", "C", "N", "C", "O", "H", "H", "H", "H", "H", "H", "H", "H", "H", "H", "H", "O", "H", "H", "O"],
  "positions_angstrom": [[1.4936, -0.8320, 1.2830], [1.6558, 0.6272, 0.9042], [0.0499, -1.3870, 0.9349], [-0.3355, -1.1672, -0.4577], [-1.5174, -0.4155, -0.5943], [-0.7971, -0.9238, 1.7604], [2.3168, -1.4455, 0.9314], [1.5772, -0.9529, 2.3618], [1.1054, 1.2709, 1.5765], [2.6889, 0.9684, 0.9972], [1.3632, 0.7617, -0.1281], [-0.4187, -2.0213, -1.0043], [-2.3355, -0.8679, -0.0226], [-1.2578, 0.5661, -0.1408], [-1.7392, -0.2139, -1.6292], [0.1657, -2.4974, 0.9237], [1.2257, 1.0016, -2.0145], [0.3052, 0.8229, -2.2378], [-1.7298, 2.6749, -1.2227], [-0.3119, 1.7065, -1.4699], [-0.9279, 2.3711, -0.7889]]
}

{
  "formula": "C4H13NO3",
  "method": "wB97M-V/def2-TZVPD",
  "spin_multiplicity": 1,
  "homo_lumo_gap_ha": 0.374,
  "lumo_energy_ev": 0.777,
  "elements": ["C", "O", "C", "C", "C", "O", "N", "H", "H", "H", "H", "H", "H", "H", "H", "H", "H", "H", "H", "H", "O"],
  "positions_angstrom": [[-0.2457, 1.3532, -1.5488], [-0.6111, 2.7082, -1.2357], [-0.8351, 0.3764, -0.5199], [-0.0192, -0.9331, -0.5180], [-0.6832, -1.9897, 0.3600], [0.1497, -2.3565, 1.4500], [-0.8426, 0.9127, 0.8375], [-0.5609, 1.1824, -2.5779], [0.8302, 1.2525, -1.5357], [0.1705, 3.2614, -1.2905], [-1.8661, 0.1674, -0.7698], [0.9548, -0.5964, -0.1778], [0.0272, -1.2593, -1.5658], [-1.0142, -2.8926, -0.1521], [-1.5777, -1.5222, 0.7819], [-1.6706, 1.4534, 1.0133], [-0.1100, -1.8572, 2.2327], [-0.0032, 1.4283, 1.0491], [1.9098, -0.3941, 1.6806], [3.2558, -0.3877, 0.9173], [2.7416, 0.0927, 1.5698]]
}

{
  "formula": "C4H13NO3",
  "method": "wB97M-V/def2-TZVPD",
  "spin_multiplicity": 1,
  "homo_lumo_gap_ha": 0.393,
  "lumo_energy_ev": 0.706,
  "elements": ["C", "N", "C", "C", "C", "O", "H", "H", "H", "H", "H", "H", "H", "H", "H", "H", "H", "O", "H", "H", "O"],
  "positions_angstrom": [[2.1275, 0.8346, 0.7082], [1.4596, 0.6592, -0.4333], [0.1618, 1.2244, -0.5755], [-0.4438, 0.7449, -1.9690], [-0.0656, -0.7393, -2.1742], [1.4609, 1.0602, 1.7444], [3.1654, 0.6870, 0.8753], [1.9491, 0.3642, -1.2828], [-0.4689, 0.8369, 0.2082], [0.1139, 2.2835, -0.3489], [-1.4692, 0.9730, -2.1472], [-0.0681, 1.2864, -2.8213], [-0.5571, -1.0660, -3.1065], [-0.4724, -1.3999, -1.4189], [1.0858, -0.9042, -2.2971], [-1.5617, 0.8384, 3.1471], [-0.2449, 0.4507, 2.1433], [-1.2069, 0.2498, 2.2660], [-2.1923, -3.1135, 3.0110], [-1.3129, -2.1686, 2.0515], [-1.4603, -3.1017, 2.4198]]
}

{
  "formula": "C4H13NO3",
  "method": "wB97M-V/def2-TZVPD",
  "spin_multiplicity": 1,
  "homo_lumo_gap_ha": 0.369,
  "lumo_energy_ev": 0.519,
  "elements": ["C", "C", "C", "O", "N", "C", "O", "H", "H", "H", "H", "H", "H", "H", "H", "H", "H", "H", "H", "H", "O"],
  "positions_angstrom": [[-0.7225, 1.4076, -1.1166], [-0.2528, 0.8793, 0.1791], [1.2543, 1.1712, 0.4125], [1.8749, 0.1535, 1.1351], [-0.6590, -0.5535, 0.0613], [-2.0449, -0.8564, 0.5276], [-3.0964, -1.1710, -0.3799], [-1.8166, 1.6664, -1.0062], [-0.1334, 2.3377, -1.1394], [-0.5114, 0.8652, -2.0132], [-0.8511, 1.4939, 1.0816], [1.3262, 1.9986, 1.1902], [1.7347, 1.0965, -0.4985], [1.1035, -0.4121, 1.4693], [-0.5116, -0.8787, -0.8528], [-1.9032, -1.7838, 1.0846], [-2.5088, 0.1100, 1.0662], [-3.3560, -0.3221, -0.9547], [2.8762, -1.6228, -0.9721], [2.6802, -0.6355, 0.1063], [3.3565, -0.9386, -0.6310]]
}

{
  "formula": "C4H13NO3",
  "method": "wB97M-V/def2-TZVPD",
  "spin_multiplicity": 1,
  "homo_lumo_gap_ha": 0.355,
  "lumo_energy_ev": 0.524,
  "elements": ["C", "C", "C", "N", "C", "H", "H", "H", "H", "H", "H", "H", "H", "H", "O", "H", "H", "O", "H", "H", "O"],
  "positions_angstrom": [[-0.4893, 2.8198, 1.2409], [-0.9284, 1.7634, 0.2970], [-1.2801, 0.5599, 0.7579], [-1.6106, -0.4052, -0.2135], [-1.9944, -1.5223, 0.2793], [0.5701, 2.9139, 1.4972], [-0.9385, 2.7780, 2.2166], [-0.7659, 3.7618, 0.7594], [-1.0308, 1.8042, -0.7930], [-1.0418, 0.2688, 1.7637], [-2.1060, -1.6853, 1.3431], [-2.3083, -2.3561, -0.4102], [1.4220, -3.2670, 0.2126], [0.7834, -2.4251, -1.0800], [0.7122, -3.0964, -0.4009], [-0.1517, -1.3264, -1.8189], [1.2475, -1.7787, -2.6057], [0.5336, -1.1326, -2.4910], [3.1180, 1.5227, -0.2322], [2.7421, 0.1402, -0.2893], [3.5170, 0.6624, -0.0330]]
}